No. 1
DFT (the ωB97M-V functional and the def2-TZVPD basis) results for a molecular structure, C24H30FeNO5Se.

Cartesian coordinates (Å):
H (7.55, -1.17, -6.73)
H (-2.09, -0.15, 0.06)
O (5.58, -1.68, -6.35)
O (6.99, -3.15, -5.40)
H (3.83, 0.60, -1.81)
C (0.17, 2.47, -0.44)
C (4.73, -3.00, -4.51)
C (-0.30, -0.97, -2.70)
H (-1.22, -2.72, 0.02)
C (0.36, -1.30, 2.01)
H (-1.01, 2.19, 1.45)
C (4.12, -2.66, 0.41)
H (5.62, -2.03, -1.55)
H (3.90, -6.35, -6.63)
C (-0.28, -2.18, -1.93)
H (4.92, -4.48, -2.95)
H (5.13, -0.74, -3.21)
C (5.88, -2.63, -5.45)
H (4.69, -5.61, -8.07)
C (6.66, -1.49, -7.27)
O (1.92, 0.18, -2.37)
H (2.09, 2.57, -1.63)
C (-0.07, 2.07, 0.91)
H (6.35, -3.45, -3.17)
C (3.30, 0.10, -2.64)
H (2.82, -4.29, -2.40)
O (4.68, -4.43, -6.45)
H (-1.34, 1.00, -2.29)
H (3.75, -1.17, -5.14)
C (5.25, -3.46, -3.15)
C (-1.05, 0.01, -1.94)
C (-0.99, -1.95, -0.72)
C (3.97, -3.12, -0.99)
H (-0.55, 2.96, -1.11)
C (2.91, -4.09, -1.32)
C (-1.47, -0.61, -0.72)
Fe (0.95, -0.08, -0.91)
H (4.87, -3.27, 0.95)
H (3.16, -2.72, 0.94)
H (0.10, -3.14, -2.30)
C (3.72, -1.84, -4.27)
C (4.05, -4.11, -5.31)
H (3.09, -5.05, -0.82)
O (3.00, -4.64, -4.96)
Se (-0.33, -1.67, 3.58)
H (3.43, 0.76, -3.53)
H (6.85, -2.44, -7.78)
C (4.15, -1.20, -2.98)
H (6.31, -0.73, -7.96)
H (3.04, -5.08, -7.55)
C (4.71, -2.43, -2.05)
C (1.15, 1.56, 1.43)
H (1.92, -3.74, -0.93)
H (2.71, -2.26, -4.17)
H (1.29, 1.27, 2.47)
H (4.47, -1.61, 0.49)
C (4.02, -5.44, -7.22)
H (0.02, -0.87, -3.73)
H (3.22, 1.36, 0.55)
N (0.86, -1.03, 0.96)
C (1.56, 2.23, -0.75)
C (2.16, 1.62, 0.42)

Its total charge is -2. The expectation value of S² is 8.77. The calculation puts the LUMO energy (spin up / spin down) at 0.1357 / 0.1357 Eh. Its spin multiplicity is 6. The calculated total energy is -136831.94758 eV.


No. 2
DFT (the ωB97M-V functional and the def2-TZVPD basis) results for a molecular structure, C24H30N2OS6V.

Cartesian coordinates (Å):
O (-1.21, 1.33, 1.42)
S (-1.28, -0.96, 3.57)
H (3.27, 1.04, 4.14)
H (1.49, 3.20, -3.19)
H (3.42, 1.87, -3.15)
H (0.94, -1.25, 4.47)
H (2.66, -2.96, 1.83)
H (-3.00, 0.90, -2.84)
C (-3.45, 1.26, 2.06)
C (-0.49, 2.43, -5.82)
N (-0.56, 0.06, -0.80)
C (1.13, 2.68, -4.06)
H (-0.19, 0.78, -7.14)
C (1.33, 0.88, -5.64)
C (-2.42, 1.04, 1.12)
S (1.76, 1.68, -0.78)
C (-5.13, 0.57, 0.51)
H (1.25, 1.11, 5.41)
H (1.14, -2.69, -0.83)
C (-2.15, 0.26, -2.63)
C (3.09, -0.52, 2.65)
H (4.15, -0.76, 2.59)
C (-1.17, -2.78, 3.58)
H (-5.53, 1.20, 2.52)
S (2.67, -0.39, -2.83)
C (0.51, 0.88, 4.64)
H (-1.38, 2.78, -6.32)
S (2.39, -0.71, 0.95)
H (2.59, -1.22, 3.31)
C (-4.77, 1.03, 1.77)
C (1.44, 0.29, -1.76)
H (3.45, 1.60, 2.46)
C (3.05, 1.11, -3.83)
H (0.92, -2.95, 3.05)
C (1.27, -3.12, 0.16)
S (-0.31, -2.70, 0.98)
H (-0.23, -0.82, 5.73)
N (0.32, -0.33, -1.75)
C (2.91, 0.91, 3.12)
C (1.82, 1.57, -4.54)
H (1.35, -4.20, 0.09)
C (-0.05, -3.31, 2.70)
C (0.11, -0.58, 4.71)
S (1.18, 1.50, 3.05)
H (-3.15, 1.62, 3.04)
V (0.30, 0.59, 0.84)
H (3.38, -2.76, 0.22)
H (-2.38, -0.76, -2.97)
H (1.86, 0.01, -6.00)
H (-0.38, 1.50, 4.80)
H (-1.05, -3.12, 4.61)
H (-6.17, 0.39, 0.27)
C (2.50, -2.54, 0.83)
H (3.83, 0.79, -4.52)
C (0.18, 1.31, -6.28)
H (-1.29, 0.60, -3.20)
C (-1.80, 0.27, -1.17)
C (-0.02, 3.11, -4.70)
H (-4.44, -0.05, -1.40)
C (-4.16, 0.34, -0.44)
H (-0.55, 3.97, -4.33)
C (-2.80, 0.54, -0.17)
H (-2.13, -3.12, 3.20)
H (-0.04, -4.40, 2.69)

The expectation value of S² is 0.81. The calculation puts the LUMO energy (spin up / spin down) at 0.0048 / 0.0047 Eh. Its spin multiplicity is 2. The calculated total energy is -121101.77549 eV.


No. 3
DFT (the ωB97M-V functional and the def2-TZVPD basis) results for a molecular structure, C24H30N2P2RhS.

Cartesian coordinates (Å):
H (1.51, 4.09, -3.57)
C (2.00, 1.61, -2.32)
H (1.05, 0.91, -0.77)
H (4.54, 0.70, -3.15)
H (-3.26, 2.60, -0.42)
H (-2.51, 3.41, 4.25)
C (-1.73, 2.84, -3.84)
C (0.56, -2.80, -2.28)
C (-3.38, -0.32, -0.01)
H (-3.32, -0.33, 1.09)
C (3.95, -1.39, -3.45)
C (-2.50, 0.79, -2.49)
H (0.88, -3.85, -2.23)
H (-4.28, 1.71, 4.59)
C (1.64, -1.98, -2.95)
H (-4.29, 0.23, -0.32)
H (-3.89, -0.70, 3.97)
H (-1.87, -1.23, 2.93)
C (-1.04, 0.69, 2.84)
H (-1.81, -2.82, 0.67)
Rh (0.06, 0.10, 0.05)
C (-2.33, 2.37, 3.95)
H (4.94, -1.72, -3.77)
H (-0.76, 4.68, -4.46)
H (2.31, -2.43, 0.36)
S (0.46, -0.02, 2.16)
H (-2.73, 3.16, -4.16)
H (3.15, -3.46, -3.46)
C (-1.52, 1.60, -3.23)
H (-3.50, 1.23, -2.50)
P (-1.94, 0.58, -0.69)
P (0.11, -2.08, -0.62)
H (0.92, 1.22, 1.45)
C (-1.35, -3.10, -0.28)
C (-0.17, 1.13, -3.17)
H (-1.47, 2.94, -0.40)
C (-1.14, 1.99, 3.32)
H (2.69, 2.27, -1.80)
C (3.74, -0.06, -3.14)
H (1.02, -2.87, 1.50)
H (-2.60, -0.24, -2.89)
N (-1.98, -0.23, 3.19)
H (-0.36, -2.77, -2.90)
C (-2.27, 2.27, -0.04)
C (1.34, -2.93, 0.46)
H (-1.08, -4.16, -0.22)
C (1.37, -0.57, -3.02)
C (2.44, 0.35, -2.79)
C (2.93, -2.38, -3.30)
C (0.85, 2.11, -2.96)
H (-2.09, -2.99, -1.08)
C (-3.34, 1.41, 4.15)
H (-2.28, 2.23, 1.07)
C (-3.16, 0.10, 3.81)
N (0.10, -0.19, -3.30)
H (-3.42, -1.35, -0.41)
C (-0.62, 3.70, -4.00)
C (0.66, 3.41, -3.51)
H (-0.33, 2.70, 3.18)
H (1.44, -3.98, 0.17)

Its total charge is +1. The expectation value of S² is 6.11. The calculation puts the LUMO energy (spin up / spin down) at -0.1249 / -0.1877 Eh. Its spin multiplicity is 5. The calculated total energy is -60764.40123 eV.


No. 4
DFT (the ωB97M-V functional and the def2-TZVPD basis) results for a molecular structure, C24H30N3NiOP.

Cartesian coordinates (Å):
H (1.76, -5.28, 3.44)
H (3.12, -1.19, 0.70)
H (0.29, -5.13, 1.46)
H (0.60, -2.08, -2.20)
C (4.15, 1.89, -0.26)
C (2.00, -3.15, 3.62)
H (-0.09, 2.55, -1.59)
C (-3.45, 1.51, -2.16)
N (-2.49, 1.13, -1.16)
H (-3.52, 1.30, 3.72)
N (-0.28, -1.64, -2.50)
H (1.01, 2.55, 0.83)
H (-3.94, 0.73, -4.14)
H (0.23, 2.80, 5.17)
C (0.86, -1.83, 1.97)
C (-2.44, 1.37, 3.63)
C (1.04, 1.04, -2.53)
H (2.64, -3.22, 4.49)
H (-3.23, -0.99, -2.64)
C (1.90, 1.98, 0.57)
H (5.02, 2.39, -0.67)
C (3.01, 2.62, 0.04)
H (2.07, -1.02, 3.57)
H (-2.60, -2.28, -4.20)
H (-2.33, 0.05, 1.94)
P (0.43, -0.23, 1.29)
H (-2.32, 1.41, -4.02)
H (-2.24, 2.67, 5.32)
C (0.34, 1.52, 3.45)
C (-1.99, -1.38, -4.20)
C (1.68, -1.91, 3.10)
C (-0.53, -1.75, -3.91)
C (1.51, -4.31, 3.02)
C (-1.78, 0.67, 2.63)
C (0.36, -2.98, 1.38)
C (-3.07, 0.83, -3.49)
H (-4.44, 1.18, -1.82)
C (-0.39, 0.75, 2.54)
C (3.09, -0.13, 0.50)
C (0.69, -4.23, 1.91)
H (1.42, 1.58, 3.39)
Ni (-1.21, -0.22, -1.64)
H (-2.59, 1.63, -0.27)
H (1.31, 0.55, -3.46)
H (1.64, 0.81, -1.66)
C (1.93, 0.60, 0.79)
H (-0.26, -2.73, -4.30)
H (-3.53, 2.60, -2.27)
C (-0.33, 2.21, 4.45)
C (4.19, 0.52, -0.03)
H (-0.44, 2.28, -3.38)
H (5.09, -0.04, -0.25)
H (-2.10, -0.91, -5.18)
O (-0.51, -0.44, 0.11)
H (-0.30, -2.91, 0.52)
C (0.09, 1.98, -2.49)
H (0.14, -1.04, -4.42)
H (2.99, 3.69, -0.12)
C (-1.72, 2.13, 4.54)
N (-2.50, -0.48, -3.13)

Its total charge is +2. The expectation value of S² is 2.42. The calculation puts the LUMO energy (spin up / spin down) at -0.2424 / -0.3112 Eh. Its spin multiplicity is 3. The calculated total energy is -82209.04652 eV.


No. 5
DFT (the ωB97M-V functional and the def2-TZVPD basis) results for a single C24H30N4O3 molecule.

Cartesian coordinates (Å):
H (1.81, 1.38, 1.95)
H (-8.68, -0.03, 0.84)
H (0.75, -3.30, 0.98)
H (-2.51, -0.96, 2.32)
H (-8.66, -1.34, -0.35)
H (-0.41, 0.30, 1.97)
H (1.83, 4.24, -0.22)
H (2.53, -0.45, 0.39)
H (5.66, 2.04, -1.70)
C (-0.41, -0.80, 1.87)
H (-4.34, -1.73, 1.45)
H (-5.51, 1.50, -2.07)
N (3.11, -1.23, 0.09)
H (-1.52, -0.26, -1.63)
C (-8.75, -0.27, -0.22)
H (-1.86, -2.34, 1.41)
C (-3.91, 0.56, -1.01)
C (2.07, 3.24, 0.12)
H (-0.40, -2.23, -0.68)
H (3.11, 2.60, -1.67)
C (6.27, 0.08, -2.29)
H (4.14, 3.40, -0.45)
H (1.61, -2.37, 2.22)
H (-3.15, 1.11, -1.55)
N (-2.23, -0.59, 0.29)
C (5.02, -1.75, -1.36)
C (-1.83, -1.25, 1.51)
C (-5.23, 0.79, -1.30)
H (-9.71, 0.06, -0.60)
C (-4.58, -1.00, 0.68)
C (-1.16, -0.23, -0.60)
C (3.31, 2.70, -0.60)
C (-6.26, 0.14, -0.62)
C (6.05, -1.28, -2.16)
H (4.12, 0.53, 1.79)
O (2.29, 3.34, 1.51)
H (1.22, 2.56, -0.08)
O (3.12, -3.52, 0.05)
N (0.58, -1.17, 0.87)
C (5.48, 0.98, -1.60)
C (4.21, -0.85, -0.68)
O (-7.92, 1.23, -1.88)
C (-5.90, -0.76, 0.38)
H (4.82, -2.81, -1.27)
H (-0.79, 0.79, -0.40)
H (7.07, 0.44, -2.92)
N (3.59, 1.39, -0.05)
C (3.88, 1.51, 1.37)
C (2.62, -2.46, 0.35)
H (-0.13, -1.21, 2.84)
H (4.74, 2.18, 1.54)
C (2.65, 2.09, 2.06)
C (-7.65, 0.44, -0.99)
H (2.84, 2.27, 3.12)
H (6.67, -1.99, -2.69)
H (0.76, -1.00, -1.20)
H (-6.66, -1.30, 0.94)
C (1.32, -2.38, 1.17)
C (-0.01, -1.22, -0.46)
C (4.45, 0.53, -0.78)
C (-3.54, -0.35, -0.01)

The calculation puts the LUMO energy at 0.0168 Eh. The calculated total energy is -37478.00394 eV. Its SMILES is CC(=O)c1ccc(N2CCN(CC(=O)Nc3ccccc3N3CCOCC3)CC2)cc1.


No. 6
DFT (the ωB97M-V functional and the def2-TZVPD basis) results for a single C24H30N4O4 molecule.

Cartesian coordinates (Å):
C (5.94, 0.05, 0.92)
C (2.90, 2.06, 0.24)
H (-5.91, -6.58, -0.21)
C (-4.30, -3.81, 0.37)
H (-0.88, 4.41, -0.33)
H (-4.57, 3.37, -0.13)
H (8.28, -3.11, -0.38)
C (4.69, 0.40, 0.42)
C (-1.82, 2.79, 0.75)
H (-3.63, -0.99, 2.12)
N (-2.90, 4.61, -0.65)
H (6.49, 0.75, 1.53)
O (-5.17, -4.86, 0.49)
H (-1.99, 0.17, 1.13)
H (0.31, 2.68, 0.99)
C (0.84, 1.56, -1.14)
H (-0.55, 1.38, 1.81)
N (-0.23, 1.14, -0.25)
N (4.13, 1.63, 0.69)
C (-2.52, -2.56, -0.66)
H (-3.90, 3.17, -1.77)
C (-5.14, -5.86, -0.49)
H (-3.26, -4.39, -1.42)
H (7.52, -3.78, 1.10)
H (-2.67, 2.12, 0.61)
H (-1.97, 3.35, 1.67)
C (2.70, -0.10, -0.88)
H (4.64, 2.28, 1.27)
C (6.48, -1.19, 0.65)
H (-3.51, 5.14, 1.33)
H (2.14, -0.79, -1.49)
O (6.22, -3.35, -0.47)
C (-1.75, 3.76, -0.45)
C (-2.60, -1.59, 0.33)
H (3.99, -2.47, -1.24)
H (-1.80, -2.45, -1.45)
H (0.83, 2.65, -1.22)
C (-4.11, 3.90, -0.99)
H (-5.11, -2.96, 2.15)
C (-0.52, 1.99, 0.89)
C (-4.38, -2.84, 1.37)
C (3.97, -0.51, -0.37)
O (2.49, 3.17, 0.57)
H (-3.84, 6.32, 0.04)
H (-4.84, 4.61, -1.37)
H (0.66, 1.10, -2.11)
H (7.63, -4.77, -0.38)
C (5.77, -2.11, -0.14)
C (-0.81, -0.07, -0.51)
N (-1.80, -0.44, 0.36)
C (-3.36, -3.66, -0.64)
C (-3.12, 5.58, 0.40)
H (7.45, -1.43, 1.05)
H (-5.36, -5.47, -1.49)
C (4.53, -1.76, -0.64)
H (-1.61, 3.17, -1.36)
H (-4.17, -6.37, -0.51)
C (-3.55, -1.74, 1.34)
C (2.19, 1.12, -0.61)
H (-2.18, 6.09, 0.61)
C (7.49, -3.76, 0.00)
O (-0.45, -0.75, -1.46)

The calculation puts the LUMO energy at 0.0077 Eh. The calculated total energy is -39525.94527 eV. Its SMILES is COc1ccc(NC(=O)N(CCCN(C)C)Cc2cc3cc(OC)ccc3[nH]c2=O)cc1.


No. 7
DFT (the ωB97M-V functional and the def2-TZVPD basis) results for a single C24H30N4O5 molecule.

Cartesian coordinates (Å):
C (-0.05, 0.95, -1.74)
H (-4.84, 3.54, -7.48)
C (-0.84, 1.32, -4.12)
C (0.20, 0.55, -4.85)
O (-2.35, -1.45, 1.80)
C (3.81, -1.95, -0.76)
H (-0.49, -1.34, 6.71)
O (-1.70, 1.65, -7.03)
C (-1.51, -0.93, 1.11)
C (-2.31, 2.09, -6.08)
H (-0.72, -3.07, 6.45)
H (1.39, 1.51, -2.85)
H (-3.19, 3.45, -8.15)
H (-1.89, 2.91, -0.47)
C (-2.11, 2.25, -2.48)
H (0.55, -0.30, -4.26)
C (3.23, -2.95, -1.54)
H (2.65, -1.10, 7.35)
H (-3.40, 2.07, -0.82)
H (3.77, -0.90, 5.99)
N (1.47, -1.05, 4.71)
H (-1.22, -1.92, 5.21)
N (-2.66, 2.54, -3.67)
H (-0.33, -0.14, 4.00)
H (3.38, -0.26, 0.49)
C (-0.97, 1.48, -2.71)
C (-0.46, -2.13, 5.96)
N (1.93, -3.08, -1.69)
H (3.84, -3.68, -2.06)
H (4.88, -1.89, -0.65)
C (0.63, -0.23, 0.38)
H (1.65, -2.55, 6.10)
H (-3.17, 3.74, -1.39)
C (-1.92, 1.98, -4.69)
H (3.40, 0.46, 7.05)
H (2.19, 0.85, 5.05)
H (-3.50, 3.06, -3.83)
H (-0.32, -2.30, 2.85)
H (1.34, -2.02, 2.25)
H (0.07, -2.37, -1.24)
C (-0.40, 0.30, -0.59)
C (1.60, -1.18, -0.29)
C (0.40, -1.54, 2.53)
H (0.99, 0.35, 6.25)
C (1.85, 0.00, 5.65)
C (0.93, -2.25, 5.34)
C (1.13, -2.22, -1.08)
H (1.19, 0.59, 0.84)
N (-0.18, -0.92, 1.36)
C (2.97, -1.05, -0.12)
H (1.05, 1.18, -5.10)
O (-3.46, 2.79, -6.21)
H (-4.15, 1.96, -7.98)
C (-1.71, -0.16, -0.20)
O (1.27, 1.09, -1.99)
H (1.18, 0.33, 3.21)
H (-0.22, 0.18, -5.79)
C (0.64, -0.52, 3.64)
H (0.92, -3.03, 4.58)
O (-2.78, -0.02, -0.76)
C (-3.94, 2.94, -7.54)
C (2.98, -0.42, 6.57)
C (-2.68, 2.78, -1.22)

The calculation puts the LUMO energy at -0.0064 Eh. The calculated total energy is -41573.36898 eV. Its SMILES is CCN(CC)CCN1C(=O)C(=O)/C(=C(/O)c2c(C)[nH]c(C(=O)OC)c2C)[C@@H]1c1cccnc1.


No. 8
DFT (the ωB97M-V functional and the def2-TZVPD basis) results for a single C24H30N6O molecule.

Cartesian coordinates (Å):
C (5.51, 0.11, -0.44)
C (-3.18, 3.25, -0.70)
H (5.87, -1.13, 2.70)
C (-1.45, -1.09, -0.38)
H (-3.60, 4.98, 2.16)
C (-3.36, 4.33, 0.14)
C (6.02, 1.32, 0.38)
O (2.99, 1.09, 0.52)
N (-0.30, -0.45, -0.75)
C (5.31, -1.03, 0.59)
H (0.56, -2.15, -1.58)
H (-3.13, 0.78, 1.60)
H (5.58, -2.00, 0.18)
H (7.05, 1.55, 0.10)
H (-5.52, -0.66, -1.27)
C (-0.90, -4.27, 0.77)
H (-3.78, 0.77, -1.81)
C (-3.38, 2.86, 2.02)
H (-2.04, 1.02, -1.79)
N (-3.77, -2.51, 0.36)
H (1.13, 2.61, -0.59)
H (6.68, 1.40, 2.46)
H (-3.10, 3.41, -1.77)
C (0.81, 1.71, -1.11)
H (2.43, 1.59, -2.52)
C (-3.46, 4.14, 1.50)
H (-0.31, -5.12, 1.04)
H (4.95, 1.09, 2.23)
H (7.22, -0.84, 1.59)
H (-5.92, -1.41, 0.27)
H (1.54, -1.38, -0.32)
N (-1.41, -2.37, 0.08)
C (-3.85, -1.29, -0.11)
C (-2.72, -0.54, -0.52)
C (6.17, -0.62, 1.78)
C (0.87, -1.19, -1.17)
H (0.73, 0.61, 0.73)
H (4.33, 0.23, -2.18)
H (4.27, -1.05, 0.89)
C (1.59, -0.38, -2.24)
C (-3.10, 1.96, -0.20)
C (3.14, 0.83, -0.65)
N (4.30, 0.40, -1.19)
H (5.41, 2.20, 0.19)
N (-0.36, -3.17, 0.30)
N (-2.23, -4.27, 0.88)
H (6.26, -0.18, -1.18)
C (0.07, 0.81, -0.12)
H (0.14, 2.00, -1.92)
C (-3.20, 1.78, 1.18)
H (2.45, -0.95, -2.60)
C (-5.23, -0.74, -0.23)
H (-5.30, 0.25, 0.22)
C (5.95, 0.89, 1.85)
H (-3.42, 5.33, -0.27)
C (-2.91, 0.81, -1.16)
H (0.91, -0.22, -3.08)
H (-3.46, 2.70, 3.09)
C (-2.58, -3.06, 0.45)
C (2.03, 0.99, -1.70)
H (-0.82, 1.32, 0.26)

The calculation puts the LUMO energy at 0.0196 Eh. The calculated total energy is -36364.31696 eV. Its SMILES is Cc1nc2ncnn2c(N2CCC(C(=O)NC3CCCC3)CC2)c1Cc1ccccc1.